DFT (wB97M-V/def2-TZVPD) results for a cluster of 2 separate species, C24H54N2O5SSi2 in total.

Element x y z (Å)
C -3.494 2.226 3.769
O -3.565 3.692 3.864
C -3.412 4.347 2.553
C -1.940 5.075 2.504
C -0.721 4.005 2.175
C -0.877 3.471 0.636
C 0.355 2.543 0.081
C -0.363 1.426 -0.939
C -1.372 2.106 -2.037
C -1.814 1.096 -3.271
C -2.266 -0.409 -2.745
S -3.794 -0.397 -1.646
O -4.905 0.549 -2.195
O -3.519 0.027 -0.179
O -4.425 -2.001 -1.604
C 1.153 1.673 1.201
C 2.634 2.193 1.631
C 2.598 2.910 3.143
C 3.523 0.794 1.891
N 3.417 2.961 0.610
O 4.150 2.183 -0.208
C 2.647 3.999 -0.148
C 3.655 4.486 -1.394
C 2.276 5.369 0.667
C 1.278 3.486 -0.887
H -3.148 1.817 2.720
H -2.682 1.872 4.550
H -4.564 1.816 4.082
H -4.226 5.210 2.501
H -3.618 3.650 1.636
H -1.633 5.599 3.526
H -1.978 5.878 1.629
H -0.884 3.095 2.926
H 0.317 4.475 2.442
H -1.091 4.407 -0.067
H -1.881 2.827 0.607
H -0.931 0.581 -0.357
H 0.499 0.886 -1.553
H -0.996 3.139 -2.466
H -2.388 2.359 -1.462
H -0.916 1.023 -4.050
H -2.738 1.556 -3.869
H -2.575 -1.006 -3.728
H -1.364 -0.964 -2.218
H -4.318 -2.322 -0.644
H 0.509 1.502 2.190
H 1.293 0.576 0.750
H 3.137 2.199 3.937
H 3.188 3.920 3.183
H 1.483 3.010 3.556
H 4.660 1.066 2.095
H 3.382 0.009 1.023
H 3.144 0.281 2.900
H 4.766 4.608 -1.013
H 3.604 3.680 -2.274
H 3.306 5.499 -1.885
H 2.665 6.303 0.035
H 2.763 5.477 1.724
H 1.089 5.499 0.675
H 0.725 4.471 -1.274
H 1.587 2.870 -1.860
C 1.832 -8.546 -0.244
Si 0.665 -7.226 -0.927
C -1.057 -7.635 -0.311
C 0.684 -7.380 -2.795
N 1.230 -5.676 -0.371
Si 0.402 -4.207 -0.801
C -1.362 -4.155 -0.167
C 0.381 -3.898 -2.651
C 1.328 -2.765 -0.003
H 1.513 -9.539 -0.573
H 2.854 -8.378 -0.599
H 1.836 -8.530 0.850
H -1.273 -8.696 -0.474
H -1.822 -7.062 -0.842
H -1.150 -7.434 0.760
H 1.635 -7.033 -3.208
H -0.126 -6.808 -3.255
H 0.551 -8.426 -3.088
H -2.018 -4.809 -0.746
H -1.761 -3.138 -0.247
H -1.410 -4.452 0.884
H 1.376 -4.043 -3.083
H 0.072 -2.869 -2.857
H -0.323 -4.559 -3.162
H 2.360 -2.722 -0.363
H 1.341 -2.870 1.086
H 0.837 -1.819 -0.251

- 2S+1 = 2
- M (Da) = 538.94
- E_HOMO (spin up / spin down) (eV) = -3.41 / -3.41
- net charge = -1


DFT (wB97M-V/def2-TZVPD) results for a cluster of 8 separate species, C24H56FNO10S in total.

Element x y z (Å)
C 1.441 1.606 4.387
C 1.120 1.532 2.810
C 2.566 1.607 2.051
N 2.609 2.622 0.953
S 2.506 4.229 1.520
O 2.548 4.361 3.014
O 1.275 4.881 0.918
F 3.808 5.163 0.941
O 0.521 0.294 2.373
C -0.793 0.093 2.935
C -1.940 1.021 2.321
C -3.108 1.451 3.284
C -4.302 2.325 2.762
C -4.345 2.780 1.261
C -3.169 2.353 0.325
C -1.976 1.476 0.843
H 2.442 2.085 4.649
H 1.374 0.520 4.783
H 0.635 2.205 4.945
H 0.516 2.474 2.550
H 2.756 0.571 1.568
H 3.433 1.791 2.766
H 1.950 2.423 0.187
H -0.851 0.167 4.073
H -1.088 -0.997 2.675
H -3.157 1.145 4.386
H -5.180 2.626 3.447
H -5.202 3.407 0.820
H -3.133 2.622 -0.784
H -1.124 1.142 0.172
C -1.525 -1.539 -3.330
C -1.061 -0.344 -2.522
O -1.989 -0.068 -1.478
H -2.512 -1.351 -3.760
H -0.823 -1.758 -4.138
H -1.617 -2.424 -2.694
H -0.991 0.543 -3.156
H -0.077 -0.530 -2.078
H -2.038 -0.855 -0.916
C 2.977 0.435 -5.290
C 2.079 -0.171 -4.230
O 1.562 -1.418 -4.680
H 2.424 0.584 -6.221
H 3.377 1.396 -4.960
H 3.812 -0.234 -5.519
H 1.235 0.490 -4.020
H 2.629 -0.334 -3.297
H 2.315 -1.999 -4.855
C 4.868 7.990 3.658
C 6.006 7.730 2.691
O 6.089 6.343 2.392
H 5.014 7.426 4.583
H 4.796 9.054 3.901
H 3.915 7.663 3.231
H 6.958 8.039 3.129
H 5.860 8.284 1.758
H 5.247 6.080 1.997
C -4.282 -4.117 3.378
C -3.420 -2.907 3.081
O -2.887 -2.994 1.764
H -3.699 -5.037 3.281
H -4.693 -4.065 4.389
H -5.108 -4.188 2.667
H -2.583 -2.852 3.781
H -4.001 -1.983 3.164
H -3.633 -3.033 1.150
C -8.774 -5.443 5.298
C -7.910 -4.235 4.994
O -7.382 -4.326 3.677
H -8.192 -6.364 5.202
H -9.181 -5.387 6.310
H -9.603 -5.514 4.589
H -7.071 -4.180 5.691
H -8.490 -3.310 5.078
H -8.130 -4.365 3.065
C 5.877 0.353 -8.813
C 6.088 1.131 -7.529
O 6.174 0.241 -6.423
H 4.963 -0.244 -8.753
H 5.803 1.026 -9.670
H 6.703 -0.344 -8.983
H 5.250 1.810 -7.352
H 7.007 1.722 -7.577
H 6.921 -0.351 -6.581
C 0.279 -6.175 -3.767
C 0.741 -4.979 -2.958
O -0.188 -4.706 -1.917
H -0.708 -5.988 -4.198
H 0.981 -6.395 -4.575
H 0.188 -7.060 -3.131
H 0.811 -4.092 -3.592
H 1.725 -5.163 -2.513
H -0.237 -5.492 -1.357

- 2S+1 = 1
- M (Da) = 569.77
- SMILES = C[C@@H](CNS(=O)(=O)F)OCc1ccccc1.CCO.CCO.CCO.CCO.CCO.CCO.CCO
- E_HOMO (eV) = -8.44
- ΔE to the lowest compared entry with this formula, charge and spin (eV) = 6.1893


DFT (wB97M-V/def2-TZVPD) results for a structure of composition C24H56MnN7O8.

Element x y z (Å)
Mn -0.229 -2.437 -2.818
C 2.006 -0.188 -0.654
C 0.595 -0.608 -0.198
C -0.265 0.606 0.139
O 0.104 -1.602 -1.028
H 2.431 0.510 0.075
H 2.166 0.327 -1.610
H 2.645 -1.073 -0.732
H 0.888 -1.028 0.780
H -1.076 0.282 0.790
H -0.728 1.036 -0.759
H 0.344 1.426 0.511
C -3.882 -0.329 0.831
O -4.474 0.735 0.766
N -4.388 -1.547 0.576
C -3.522 -2.720 0.367
C -5.820 -1.745 0.348
H -2.830 -0.422 1.165
H -3.957 -3.474 1.022
H -2.506 -2.366 0.509
H -3.662 -3.108 -0.645
H -6.133 -2.487 1.077
H -6.302 -0.795 0.595
H -6.096 -1.875 -0.697
C -3.515 -1.750 -3.136
O -2.308 -2.022 -3.135
N -3.984 -0.525 -2.949
C -3.104 0.504 -2.389
C -5.403 -0.216 -2.980
H -4.297 -2.496 -3.328
H -2.119 0.115 -2.127
H -3.556 0.789 -1.439
H -2.928 1.322 -3.077
H -5.947 -1.075 -3.377
H -5.799 0.056 -2.005
H -5.562 0.578 -3.710
C -0.299 -3.416 2.022
O -1.163 -3.281 2.864
N 0.881 -4.053 2.238
C 1.975 -4.006 1.289
C 1.148 -4.647 3.534
H -0.360 -3.082 0.971
H 1.525 -3.643 0.364
H 2.342 -5.023 1.134
H 2.737 -3.333 1.689
H 0.278 -4.736 4.177
H 1.580 -5.631 3.339
H 1.871 -4.093 4.142
C -0.348 3.253 -2.522
O 0.268 2.643 -3.375
N -1.532 3.879 -2.705
C -2.307 4.249 -1.523
C -2.274 3.821 -3.938
H -0.027 3.380 -1.475
H -2.851 5.184 -1.670
H -1.722 4.351 -0.616
H -3.096 3.502 -1.381
H -2.841 4.751 -4.000
H -1.648 3.686 -4.815
H -3.015 3.016 -3.975
C 3.470 4.787 2.828
O 2.315 4.681 3.180
N 4.047 3.890 1.985
C 5.434 4.081 1.593
C 3.330 2.817 1.354
H 4.164 5.579 3.128
H 5.718 5.121 1.736
H 5.616 3.743 0.574
H 6.112 3.484 2.218
H 3.437 2.821 0.259
H 3.828 1.882 1.625
H 2.253 2.903 1.465
C 0.385 0.431 6.097
O -0.421 0.218 6.974
N 0.190 1.164 4.977
C 1.283 1.450 4.049
C -1.092 1.744 4.615
H 1.425 0.043 6.076
H 0.908 1.242 3.046
H 2.149 0.861 4.335
H 1.554 2.507 4.088
H -1.445 1.259 3.699
H -1.891 1.495 5.311
H -0.989 2.823 4.536
C 2.934 -3.366 -3.258
O 1.782 -2.922 -3.158
N 4.000 -2.621 -3.473
C 5.315 -3.219 -3.656
C 4.010 -1.172 -3.596
H 3.194 -4.413 -3.075
H 5.656 -3.156 -4.692
H 5.328 -4.269 -3.371
H 6.080 -2.687 -3.091
H 4.451 -0.825 -4.531
H 2.992 -0.788 -3.609
H 4.573 -0.761 -2.761

- 2S+1 = 6
- M (Da) = 625.69
- E_HOMO (spin up / spin down) (eV) = -10.30 / -10.30
- net charge = +1
- ΔE to the lowest compared entry with this formula, charge and spin (eV) = 0.6507


DFT (wB97M-V/def2-TZVPD) results for a cluster of 6 separate species, C24H56N7O5 in total.

Element x y z (Å)
C -1.681 -0.715 2.851
C -0.173 -0.673 2.486
C 0.636 -0.903 3.815
C 0.215 0.756 2.001
C 0.117 0.987 0.466
C 0.637 -0.188 -0.385
C 1.104 0.387 -1.759
N 1.374 -0.684 -2.726
C 0.127 -1.382 -3.081
C -0.973 -1.308 -1.970
N -0.419 -1.239 -0.594
H -1.830 -0.315 3.871
H -2.066 -1.747 2.792
H -2.244 -0.043 2.172
H 0.135 -1.497 1.818
H 0.443 -0.105 4.547
H 0.304 -1.886 4.200
H 1.711 -1.003 3.589
H 1.208 1.072 2.372
H -0.504 1.460 2.463
H 0.764 1.859 0.236
H -0.895 1.282 0.134
H 1.504 -0.680 0.106
H 2.063 0.897 -1.581
H 0.315 1.067 -2.122
H 2.024 -1.344 -2.310
H -0.278 -1.058 -4.056
H 0.386 -2.450 -3.205
H -1.583 -2.228 -2.019
H -1.687 -0.485 -2.136
H -1.213 -1.043 0.040
H -0.057 -2.148 -0.302
C 4.249 -1.950 -0.251
O 3.048 -2.149 -0.387
N 4.932 -2.134 0.891
C 6.359 -1.879 0.982
C 4.220 -2.603 2.070
H 4.878 -1.594 -1.080
H 6.873 -2.798 1.268
H 6.542 -1.113 1.738
H 6.750 -1.535 0.026
H 3.761 -3.570 1.857
H 3.431 -1.893 2.324
H 4.905 -2.702 2.909
C 5.423 -1.213 6.411
O 5.606 -2.305 5.916
N 4.211 -0.634 6.575
C 4.057 0.681 7.167
C 3.032 -1.360 6.141
H 6.254 -0.587 6.770
H 3.439 0.606 8.064
H 3.574 1.349 6.450
H 5.026 1.095 7.439
H 2.971 -2.307 6.679
H 3.113 -1.570 5.076
H 2.136 -0.773 6.332
C -3.873 0.186 -0.542
O -2.857 -0.144 0.060
N -4.730 -0.663 -1.129
C -5.920 -0.202 -1.825
C -4.461 -2.090 -1.066
H -4.169 1.239 -0.645
H -6.803 -0.633 -1.350
H -5.876 -0.526 -2.867
H -5.992 0.884 -1.790
H -4.420 -2.407 -0.023
H -3.495 -2.299 -1.531
H -5.241 -2.641 -1.585
C -7.305 -1.586 -6.021
O -7.064 -1.804 -4.850
N -6.583 -0.771 -6.823
C -6.929 -0.557 -8.215
C -5.427 -0.092 -6.270
H -8.159 -2.051 -6.535
H -6.098 -0.872 -8.849
H -7.130 0.503 -8.381
H -7.815 -1.131 -8.482
H -4.713 -0.831 -5.899
H -5.739 0.538 -5.434
H -4.953 0.523 -7.032
C 2.697 4.969 0.854
O 2.859 5.669 1.828
N 2.332 5.414 -0.372
C 2.156 4.511 -1.489
C 2.112 6.837 -0.565
H 2.838 3.875 0.892
H 2.844 4.785 -2.292
H 1.128 4.583 -1.851
H 2.356 3.483 -1.186
H 3.027 7.382 -0.327
H 1.323 7.178 0.106
H 1.827 7.036 -1.596

- 2S+1 = 1
- M (Da) = 522.76
- E_HOMO (eV) = -11.00
- net charge = +1


DFT (wB97M-V/def2-TZVPD) results for a cluster of 8 separate species, C24H56N8O8 in total.

Element x y z (Å)
C -11.381 -10.063 5.867
N -11.043 -8.694 5.583
C -11.918 -7.753 5.015
C -11.424 -6.327 4.815
O -13.024 -8.097 4.614
H -12.464 -10.107 5.986
H -10.980 -10.576 6.741
H -11.024 -10.646 5.018
H -10.082 -8.399 5.492
H -11.032 -5.962 5.764
H -12.136 -5.708 4.269
H -10.566 -6.444 4.153
C -17.012 -3.487 3.551
N -17.963 -3.348 4.636
C -18.459 -2.161 4.870
C -19.526 -2.144 5.906
O -18.241 -1.167 4.155
H -17.473 -3.273 2.587
H -16.658 -4.514 3.458
H -16.120 -2.889 3.740
H -18.350 -4.206 5.004
H -19.142 -2.583 6.827
H -20.369 -2.794 5.672
H -19.897 -1.123 5.995
C -13.407 0.922 3.512
N -14.461 1.564 4.322
C -14.360 2.328 5.415
C -15.609 2.819 6.094
O -13.298 2.741 5.875
H -13.590 0.705 2.460
H -13.009 0.065 4.055
H -12.646 1.701 3.522
H -15.410 1.224 4.275
H -16.545 2.444 5.678
H -15.557 3.904 6.009
H -15.463 2.506 7.128
C -20.733 1.237 -5.020
N -20.116 0.385 -3.907
C -20.471 -0.771 -3.463
C -19.684 -1.287 -2.273
O -21.374 -1.400 -3.966
H -20.068 2.001 -5.423
H -21.596 1.782 -4.637
H -21.070 0.810 -5.964
H -19.279 0.785 -3.508
H -20.090 -0.867 -1.352
H -18.643 -1.031 -2.466
H -19.484 -2.358 -2.244
C -18.029 -6.636 9.642
N -19.106 -6.933 10.604
C -18.851 -7.011 11.910
C -19.984 -7.601 12.883
O -17.848 -6.650 12.505
H -17.584 -7.557 9.263
H -17.252 -5.963 10.004
H -18.462 -6.061 8.824
H -20.075 -6.924 10.320
H -19.622 -8.501 13.381
H -20.810 -7.956 12.267
H -20.300 -6.768 13.511
C -14.024 -6.223 -1.567
N -12.923 -6.181 -2.536
C -11.741 -5.625 -2.352
C -10.687 -5.657 -3.435
O -11.465 -4.976 -1.344
H -14.969 -6.530 -2.016
H -14.131 -5.230 -1.131
H -13.982 -6.912 -0.723
H -12.960 -6.940 -3.202
H -10.511 -4.616 -3.704
H -10.958 -6.192 -4.346
H -9.762 -6.137 -3.115
C -16.963 -0.152 12.484
N -16.846 1.245 12.951
C -15.656 1.910 13.064
C -15.656 3.424 13.148
O -14.541 1.359 12.929
H -17.685 -0.271 11.676
H -17.325 -0.673 13.371
H -15.970 -0.558 12.290
H -17.726 1.705 13.137
H -16.638 3.872 13.303
H -15.253 3.704 12.175
H -15.095 3.666 14.050
C -23.588 -6.159 3.638
N -22.542 -6.826 2.873
C -21.246 -6.886 3.264
C -20.187 -7.544 2.324
O -20.902 -6.336 4.327
H -23.289 -5.112 3.683
H -23.525 -6.572 4.645
H -24.519 -6.358 3.108
H -22.707 -7.038 1.899
H -20.392 -8.615 2.332
H -19.163 -7.427 2.678
H -20.310 -7.181 1.303

- 2S+1 = 1
- M (Da) = 584.76
- SMILES = CNC(C)=O.CNC(C)=O.CNC(C)=O.CNC(C)=O.CNC(C)=O.CNC(C)=O.CNC(C)=O.CNC(C)=O
- E_HOMO (eV) = -9.12
- ΔE to the lowest compared entry with this formula, charge and spin (eV) = 4.6546


Number 1: strongest force on any atom 0.1286 hartree/bohr. Number 2: strongest force on any atom 0.1141 hartree/bohr. Number 3: strongest force on any atom 0.0478 hartree/bohr. Number 4: strongest force on any atom 0.0452 hartree/bohr. Number 5: strongest force on any atom 0.1136 hartree/bohr.